No. 1
Computed, not measured: a structure of composition C5H8NS at a distorted geometry, with the ωB97M-V functional and the def2-TZVPD basis.

Cartesian coordinates (Å):
C  -1.779  0.553  0.078
C  -0.526  -1.196  -0.057
C  -2.151  1.861  0.071
C  0.337  -2.286  -0.124
C  0.789  0.804  -0.051
N  -0.470  0.086  -0.004
S  -2.851  -0.811  0.273
H  -3.175  2.037  -0.039
H  -1.496  2.809  -0.133
H  1.027  -2.223  -0.990
H  -0.261  -3.159  -0.351
H  0.858  -2.503  0.710
H  1.489  0.151  0.278
H  0.570  1.614  0.627
H  1.132  0.954  -1.039

Output
Charge = +1
Orbital gap (spin up / spin down) = 7.320 / 7.321 eV
LUMO (spin up / spin down) = -0.2210 / -0.2209 hartree
Molecular weight = 114.19 g/mol
Energy relative to the best compared isomer or geometry (same formula, charge and spin) = 90.40 kcal per mole

---

No. 2
Computed, not measured: a structure of composition C12H16Cl3N3OTi at a distorted geometry, with the ωB97M-V functional and the def2-TZVPD basis.

Cartesian coordinates (Å):
C  -0.377  -1.555  -1.185
C  -1.547  -0.754  -1.320
C  -2.163  -0.644  -0.042
C  -1.900  0.071  -2.467
C  -1.432  -1.450  0.864
C  -0.327  -2.007  0.164
C  0.704  -2.896  0.714
C  0.621  -1.831  -2.242
C  -3.362  0.149  0.250
C  -1.742  -1.624  2.287
Ti  1.303  1.809  -0.215
Cl  -0.506  2.575  -1.202
Cl  2.215  1.917  -2.321
Cl  -0.026  1.845  1.678
H  -1.363  -0.206  -3.377
H  -1.564  1.110  -2.219
H  -2.986  0.119  -2.639
H  -3.339  1.131  -0.231
H  -3.456  0.326  1.321
H  -4.273  -0.368  -0.076
H  -2.053  -0.683  2.748
H  -0.860  -1.960  2.830
H  -2.542  -2.358  2.419
H  0.915  -2.652  1.760
H  1.637  -2.805  0.149
H  0.384  -3.948  0.671
H  0.734  -0.960  -2.909
H  0.330  -2.699  -2.863
H  1.615  -2.035  -1.808
O  2.010  0.149  0.109
H  2.820  -0.059  0.604
N  2.682  2.971  0.636
C  3.499  3.588  1.208
N  4.478  4.104  1.801
C  4.739  5.315  2.219
N  5.134  6.316  2.687

Output
Charge = -2
Orbital gap = 4.318 eV
LUMO = 0.1728 hartree
Molecular weight = 372.51 g/mol
Energy relative to the best compared isomer or geometry (same formula, charge and spin) = 0.00 kcal per mole

---

No. 3
Computed, not measured: an isolated molecule of C5H7NO, with the ωB97M-V functional and the def2-TZVPD basis.

Cartesian coordinates (Å):
C  -2.206  -1.029  0.333
N  -1.553  0.075  -0.009
C  -0.241  -0.071  -0.312
C  0.888  -0.063  0.718
C  1.869  -0.138  -0.461
C  0.798  0.945  -0.752
O  0.959  1.423  0.647
H  -3.091  -0.997  0.958
H  -1.766  -1.959  -0.003
H  -2.055  0.969  -0.039
H  0.934  -0.496  1.721
H  1.834  -1.055  -1.055
H  2.875  0.240  -0.271
H  0.791  1.689  -1.553

Output
Orbital gap (spin up / spin down) = 7.380 / 8.177 eV
LUMO (spin up / spin down) = 0.0136 / 0.0281 hartree
Molecular weight = 97.12 g/mol
Energy relative to the best compared isomer or geometry (same formula, charge and spin) = 147.14 kcal per mole

---

No. 4
Computed, not measured: an isolated molecule of C3H5N3, with the ωB97M-V functional and the def2-TZVPD basis.

Cartesian coordinates (Å):
N  1.677  0.596  -0.578
C  0.378  0.359  -0.074
C  -0.985  0.681  -0.241
C  -1.668  -0.417  0.372
N  -0.847  -1.235  0.999
N  0.364  -0.718  0.753
H  1.954  1.393  -1.129
H  2.165  -0.246  -0.872
H  -1.516  1.590  -0.516
H  -2.693  -0.772  0.234
H  1.171  -1.232  1.052

Output
Orbital gap = 9.178 eV
LUMO = 0.0321 hartree
Molecular weight = 83.09 g/mol
SMILES = Nc1ccn[nH]1
Energy relative to the best compared isomer or geometry (same formula, charge and spin) = 29.20 kcal per mole

---

Please write out number 4 again, unchanged.
Computed, not measured: an isolated molecule of C3H5N3, with the ωB97M-V functional and the def2-TZVPD basis.

Cartesian coordinates (Å):
N  1.677  0.596  -0.578
C  0.378  0.359  -0.074
C  -0.985  0.681  -0.241
C  -1.668  -0.417  0.372
N  -0.847  -1.235  0.999
N  0.364  -0.718  0.753
H  1.954  1.393  -1.129
H  2.165  -0.246  -0.872
H  -1.516  1.590  -0.516
H  -2.693  -0.772  0.234
H  1.171  -1.232  1.052

Output
Orbital gap = 9.178 eV
LUMO = 0.0321 hartree
Molecular weight = 83.09 g/mol
SMILES = Nc1ccn[nH]1
Energy relative to the best compared isomer or geometry (same formula, charge and spin) = 29.20 kcal per mole

---

Which of these has the lowest energy relative to the best compared isomer or geometry (same formula, charge and spin)?
C12H16Cl3N3OTi

---

Copy entry 3 word for word.
Computed, not measured: an isolated molecule of C5H7NO, with the ωB97M-V functional and the def2-TZVPD basis.

Cartesian coordinates (Å):
C  -2.206  -1.029  0.333
N  -1.553  0.075  -0.009
C  -0.241  -0.071  -0.312
C  0.888  -0.063  0.718
C  1.869  -0.138  -0.461
C  0.798  0.945  -0.752
O  0.959  1.423  0.647
H  -3.091  -0.997  0.958
H  -1.766  -1.959  -0.003
H  -2.055  0.969  -0.039
H  0.934  -0.496  1.721
H  1.834  -1.055  -1.055
H  2.875  0.240  -0.271
H  0.791  1.689  -1.553

Output
Orbital gap (spin up / spin down) = 7.380 / 8.177 eV
LUMO (spin up / spin down) = 0.0136 / 0.0281 hartree
Molecular weight = 97.12 g/mol
Energy relative to the best compared isomer or geometry (same formula, charge and spin) = 147.14 kcal per mole